1.
DFT (the ωB97M-V functional and the def2-TZVPD basis) results for a 2-piece molecular cluster, CH3NO2S overall in a non-equilibrium geometry.

The value obtained for the HOMO-LUMO gap is 9.26 eV. For the HOMO energy, the calculation gives -9.73 eV. The value obtained for the LUMO energy is -0.01723 hartree. The energy relative to the best compared isomer or geometry (same formula, charge and spin) comes out at 410.3 kJ/mol. Its strongest force on any atom is 5.07 eV/Å.

Geometry as ORCA input:
```
! wB97M-V def2-TZVPD RIJCOSX def2/J DEFGRID3
* xyz 0 1
S 1.707 -0.324 -0.696
O -0.009 -0.503 1.608
O -1.801 0.330 0.765
N -0.641 0.009 0.712
C 0.042 0.277 -0.554
H -0.042 1.328 -0.815
H -0.953 -0.289 -1.564
H 1.697 -0.828 0.544
*
```

=====

2.
DFT (the ωB97M-V functional and the def2-TZVPD basis) results for a 2-piece molecular cluster, C35H31ClIN3O3S overall in a non-equilibrium geometry.

The value obtained for the HOMO-LUMO gap is 7.45 eV. For the HOMO energy, the calculation gives -8.16 eV. The value obtained for the LUMO energy is -0.02618 hartree. The energy relative to the best compared isomer or geometry (same formula, charge and spin) comes out at 1656.2 kJ/mol. Its strongest force on any atom is 7.04 eV/Å.

Geometry as ORCA input:
```
! wB97M-V def2-TZVPD RIJCOSX def2/J DEFGRID3
* xyz 0 1
I 0.529 6.159 -0.725
Cl 0.021 -1.741 3.523
S -0.200 0.541 0.775
O 1.053 0.020 -3.620
O 4.344 2.905 -0.613
O 3.466 1.468 0.757
N -1.572 -1.215 3.098
N 4.411 1.924 0.119
N -2.782 -4.796 -4.764
C 7.041 -0.549 1.123
C -2.704 -2.503 -1.324
C 5.815 0.105 1.032
C 0.510 -0.906 -2.616
C -2.575 -4.202 -3.468
C -3.536 -3.576 2.764
C -1.188 -4.895 3.959
C -1.684 0.258 3.283
C -3.120 -0.296 5.645
C 8.032 1.085 -0.355
C -3.940 -1.895 -3.712
C 8.145 -0.061 0.428
C -2.297 -4.409 3.416
C -3.688 -1.102 6.533
C -1.346 -0.903 0.390
C -1.694 -1.307 -1.092
C -1.325 5.011 -1.044
C -2.671 2.321 4.781
C -1.241 2.890 2.426
C 6.810 1.745 -0.454
C 2.365 0.513 -3.229
C -4.200 -2.498 -5.134
C -0.998 -0.441 -2.277
C -2.051 3.356 3.729
C -3.075 -2.878 -2.850
C -3.281 -3.221 -0.043
C -2.496 0.745 4.574
C 2.224 1.940 -2.425
C -1.939 -1.630 1.695
C -1.079 1.324 2.244
C -1.181 3.651 -0.182
C 5.705 1.247 0.238
C -0.662 3.961 1.349
C -2.935 -2.835 1.451
C -3.617 -3.881 -5.502
H 2.974 0.772 -4.192
H -3.894 -4.268 -6.569
H -0.924 0.671 -1.931
H 1.170 2.380 -2.614
H -3.264 2.719 5.699
H -1.660 -0.415 -3.238
H -2.109 2.965 -0.204
H 4.963 -0.287 1.579
H -4.227 -1.891 7.189
H 7.135 -1.442 1.733
H -4.348 -0.899 -3.319
H -3.791 -2.748 3.519
H 0.482 3.949 1.445
H 1.209 -0.957 -1.695
H -2.210 5.612 -0.590
H -4.404 -4.282 2.508
H -4.009 -4.114 -0.190
H -0.319 3.022 -0.661
H -4.828 -1.911 -5.904
H 9.098 -0.577 0.497
H 8.897 1.463 -0.892
H 3.007 -0.241 -2.640
H -0.201 -5.457 4.186
H -1.906 -4.851 -2.762
H 0.541 -1.960 -3.117
H -1.126 4.991 1.615
H 3.011 2.691 -2.807
H -2.263 4.478 3.960
H 6.736 2.635 -1.071
H 2.359 1.809 -1.290
H -1.492 4.714 -2.144
*
```

=====

3.
DFT (the ωB97M-V functional and the def2-TZVPD basis) results for C31H39BrN10O2Rb as an isolated structure in a non-equilibrium geometry.

The value obtained for the HOMO-LUMO gap is 5.77 eV. For the HOMO energy, the calculation gives -3.70 eV. The value obtained for the LUMO energy is 0.07604 hartree. The energy relative to the best compared isomer or geometry (same formula, charge and spin) comes out at 55.5 kJ/mol. Its strongest force on any atom is 1.02 eV/Å.

Geometry as ORCA input:
```
! wB97M-V def2-TZVPD RIJCOSX def2/J DEFGRID3
* xyz -1 1
Rb -0.620 -0.043 -0.129
Br -6.915 -0.893 3.905
O -2.792 1.085 0.863
O -1.192 1.524 2.381
N -4.139 1.772 5.337
N 2.931 -0.914 2.730
N 1.308 0.276 3.890
N -1.021 1.436 -2.673
N 2.702 1.357 2.292
N 2.307 -1.095 0.503
N 3.791 -2.662 1.469
N 1.732 1.250 -1.890
N -1.018 -3.012 0.535
N -0.076 2.801 -0.373
C -5.402 0.247 4.020
C -2.213 -2.951 4.526
C -1.180 -2.110 4.054
C -3.416 1.175 3.123
C -2.632 -4.711 0.072
C -1.755 2.581 -2.170
C -3.271 1.850 4.329
C -1.390 -3.063 1.844
C 3.634 -3.586 0.364
C 3.001 -1.534 1.474
C -1.292 -3.643 -1.790
C -0.837 -2.355 -3.698
C -2.371 1.281 2.022
C 2.304 0.331 2.915
C 1.351 0.982 -3.258
C 0.027 1.664 -3.642
C 1.334 3.086 -0.283
C -1.034 -2.351 -2.301
C 4.646 -3.026 2.576
C -0.856 -3.491 -4.501
C -5.188 0.970 5.182
C -3.021 -4.766 1.370
C -4.521 0.354 2.962
C -2.806 -3.840 3.676
C 2.084 2.610 -1.536
C -1.313 -4.808 -2.567
C -0.861 3.521 -1.348
C -1.621 -3.783 -0.340
C -1.082 -4.739 -3.931
C -0.757 -2.177 2.755
C -2.410 -3.909 2.321
H 5.104 -2.140 3.013
H 0.192 2.742 -3.738
H -0.531 2.678 0.523
H 1.734 2.528 0.561
H 1.842 3.263 -2.380
H 4.116 -4.528 0.618
H 2.819 -1.556 3.500
H 2.356 0.564 -1.497
H -3.817 -5.432 1.688
H -0.180 4.055 -2.017
H 1.565 4.155 -0.119
H -3.116 -5.322 -0.677
H 4.091 -3.209 -0.557
H 0.685 1.074 3.845
H -1.501 4.292 -0.895
H -1.484 -5.781 -2.113
H 2.086 2.140 2.496
H -1.082 -5.639 -4.537
H 2.113 1.288 -3.999
H 0.033 -1.540 2.369
H -4.663 -0.178 2.030
H -2.252 3.170 -2.963
H 4.119 -3.575 3.368
H -5.884 0.895 6.009
H 2.578 -3.784 0.164
H 3.162 2.730 -1.363
H 1.218 -0.099 -3.353
H -2.534 2.197 -1.507
H -3.606 -4.486 4.020
H 0.776 -0.581 3.862
H -1.622 0.661 -2.916
H -0.692 -3.412 -5.573
H 5.446 -3.666 2.208
H 2.447 -1.622 -0.352
H -2.539 -2.873 5.554
H -0.639 -1.410 -4.210
H -0.252 1.317 -4.647
H -0.757 -1.384 4.739
H -2.403 2.480 4.474
*
```

=====

4.
DFT (the ωB97M-V functional and the def2-TZVPD basis) results for C3H4S in the gas phase in a non-equilibrium geometry.

The value obtained for the HOMO-LUMO gap (spin up / spin down) is 7.14 / 7.14 eV. For the HOMO energy (spin up / spin down), the calculation gives -8.26 / -8.26 eV. The value obtained for the LUMO energy (spin up / spin down) is -0.04130 / -0.04133 hartree. The energy relative to the best compared isomer or geometry (same formula, charge and spin) comes out at 516.9 kJ/mol. Its strongest force on any atom is 2.11 eV/Å.

Geometry as ORCA input:
```
! wB97M-V def2-TZVPD RIJCOSX def2/J DEFGRID3
* xyz 0 1
S -1.274 -0.353 -0.182
C 0.053 0.847 -0.311
C -2.121 -0.116 1.195
C 1.307 0.207 -0.586
H -2.926 -0.804 1.403
H 1.205 -0.767 -0.945
H 2.174 0.739 -1.097
H 1.582 0.246 0.523
*
```